# C23H57N4O21S6

A 7-piece molecular cluster, C23H57N4O21S6 overall in a non-equilibrium geometry (ωB97M-V with the def2-TZVPD basis set, the Open Molecules 2025 dataset).

Structure (XYZ):
```
111
Properties=species:S:1:pos:R:3
O -2.97 -3.40 1.83
C -2.49 -3.05 0.81
O -1.86 -3.92 -0.04
C -2.59 -1.63 0.33
C -1.75 -1.24 -0.86
N -0.31 -1.33 -0.62
O 0.46 -2.40 -1.04
C 0.37 -0.38 -0.01
N -0.15 0.76 0.48
C 0.88 1.41 0.98
N 2.02 0.75 0.84
N 1.71 -0.43 0.21
H -0.99 -4.14 0.32
H -3.64 -1.45 0.11
H -2.35 -1.00 1.18
H -2.00 -1.80 -1.75
H -1.94 -0.20 -1.09
H 0.29 -2.49 -1.99
H 0.82 2.39 1.43
H 2.96 1.00 1.12
H 2.38 -1.14 -0.01
O 5.02 2.01 1.89
S 6.38 1.98 1.42
O 6.70 1.06 0.36
O 7.33 1.75 2.64
C 7.07 0.64 3.55
C 7.55 -0.69 2.98
C 6.91 3.59 1.00
H 6.01 0.62 3.80
H 7.62 0.89 4.45
H 6.95 -1.00 2.12
H 7.46 -1.46 3.75
H 8.58 -0.62 2.66
H 6.68 4.26 1.82
H 6.37 3.88 0.10
H 7.98 3.56 0.80
O 2.87 2.34 6.69
S 2.47 3.07 5.53
O 2.74 4.47 5.43
O 0.94 2.80 5.25
C 0.01 3.01 6.35
C -0.30 4.47 6.59
C 3.10 2.27 4.09
H 0.42 2.53 7.25
H -0.88 2.46 6.07
H 0.58 5.01 6.95
H -1.09 4.56 7.33
H -0.62 4.95 5.66
H 2.86 1.21 4.15
H 4.17 2.41 4.08
H 2.66 2.73 3.21
O -0.94 0.26 -3.42
S -0.19 1.47 -3.33
O -0.43 2.36 -2.23
O -0.27 2.24 -4.69
C -1.59 2.48 -5.27
C -2.32 3.62 -4.59
C 1.54 1.10 -3.38
H -2.16 1.55 -5.23
H -1.39 2.70 -6.31
H -2.59 3.37 -3.57
H -3.23 3.84 -5.15
H -1.69 4.51 -4.57
H 1.73 0.45 -4.23
H 1.78 0.59 -2.45
H 2.09 2.02 -3.46
O -4.87 0.83 -2.15
S -5.55 1.55 -1.11
O -5.86 0.87 0.11
O -6.85 2.21 -1.70
C -7.76 1.33 -2.42
C -8.60 0.50 -1.47
C -4.68 3.03 -0.74
H -7.18 0.70 -3.10
H -8.38 1.99 -3.02
H -7.99 -0.21 -0.92
H -9.35 -0.06 -2.03
H -9.11 1.13 -0.75
H -4.47 3.56 -1.67
H -3.75 2.74 -0.25
H -5.29 3.64 -0.08
O -9.73 -2.49 0.13
S -8.57 -3.31 -0.07
O -8.11 -3.57 -1.40
O -8.79 -4.69 0.69
C -10.02 -5.41 0.44
C -9.99 -6.16 -0.88
C -7.24 -2.71 0.91
H -10.85 -4.71 0.48
H -10.10 -6.10 1.27
H -9.98 -5.48 -1.73
H -10.87 -6.80 -0.96
H -9.10 -6.79 -0.94
H -7.60 -2.56 1.93
H -6.92 -1.77 0.48
H -6.44 -3.44 0.88
O 8.18 -3.45 -0.87
S 7.72 -2.70 -2.00
O 7.19 -3.38 -3.14
O 8.86 -1.70 -2.45
C 10.18 -2.26 -2.68
C 10.29 -2.97 -4.02
C 6.56 -1.49 -1.46
H 10.44 -2.92 -1.85
H 10.85 -1.40 -2.64
H 9.69 -3.87 -4.04
H 11.33 -3.24 -4.20
H 9.95 -2.32 -4.82
H 6.98 -0.95 -0.62
H 5.67 -2.03 -1.16
H 6.35 -0.82 -2.29
```

Summary:
* total charge: +1
* maximum force: 1.204 eV/Å
* Kohn-Sham gap: 9.29 eV
* highest occupied orbital energy: -0.4420 Eh

# C4H7N3S

A single C4H7N3S molecule in a non-equilibrium geometry (ωB97M-V with the def2-TZVPD basis set, the Open Molecules 2025 dataset).

Structure (XYZ):
```
15
Properties=species:S:1:pos:R:3
C -0.86 1.73 -0.07
N -0.60 0.27 -0.01
C -1.51 -0.79 0.07
C -0.71 -1.92 0.20
N 0.61 -1.58 -0.03
C 0.59 -0.26 -0.17
S 2.20 0.65 0.05
N 3.29 -0.67 -0.19
H -1.83 2.02 -0.60
H -0.68 2.08 1.00
H -0.01 2.15 -0.61
H -2.58 -0.75 0.02
H -1.07 -2.91 0.26
H 3.25 -1.46 0.43
H 2.93 -0.97 -1.14
```

Summary:
* maximum force: 3.579 eV/Å
* Kohn-Sham gap: 8.93 eV
* ΔE to the lowest compared entry with this formula, charge and spin: 45.76 kcal per mole
* highest occupied orbital energy: -0.3012 Eh
* SMILES: Cn1ccnc1SN